The following is a quantum chemistry calculation of a cluster of 2 separate species, C6H14N2O2 in total in a non-equilibrium geometry, from the Open Molecules 2025 dataset.

## Properties
Total energy ... -13522.7391 eV
Structure (SMILES) ... CNC(C)=O.CNC(C)=O
LUMO ... 0.738 eV
HOMO-LUMO gap ... 10.29 eV
Relative energy (zero: lowest compared OMol25 entry of this formula, charge and spin) ... 2.885 eV
Highest occupied orbital energy ... -9.556 eV

```
! RIJCOSX wB97M-V def2-TZVPD def2/J DEFGRID3
* xyz 0 1
H 1.109 -0.688 -0.430
H -3.003 -1.307 1.921
H 0.850 -2.279 -1.518
H -1.157 2.631 0.057
H 3.017 0.831 -0.587
C -1.079 -1.688 0.921
H -1.550 -2.248 -0.905
C 0.576 1.624 -0.733
C -0.811 2.122 -0.781
H -1.079 2.862 -1.615
N -0.868 -1.754 -0.408
C -2.318 -2.111 1.467
H 3.449 2.267 0.189
H 3.118 0.724 1.268
H 0.975 1.594 1.137
C 2.840 1.385 0.287
H -2.314 -2.654 2.471
O 1.193 1.359 -1.742
N 1.387 1.904 0.379
H 0.001 -0.699 -1.916
O -0.259 -1.115 1.667
H -1.465 1.244 -0.754
H -2.981 -2.638 0.786
C 0.368 -1.366 -1.162
*
```